A single C4H11IOS molecule. Source: OMol25; level of theory: wB97M-V/def2-TZVPD.

```
18
C4H11IOS wB97M-V/def2-TZVPD
I 3.012 -0.223 -0.594
O -0.574 2.023 2.490
C -0.101 0.866 1.811
C -0.087 -0.224 -2.380
C -0.170 -2.000 -0.044
C -0.327 0.976 0.343
S 0.428 -0.390 -0.642
H 0.119 2.704 2.573
H -0.606 0.004 2.194
H 0.978 0.801 1.986
H -1.158 -0.320 -2.462
H 0.416 -0.980 -3.000
H 0.206 0.780 -2.711
H 0.620 -2.764 -0.294
H -1.126 -2.285 -0.472
H -0.300 -1.933 1.019
H -1.415 1.030 0.184
H 0.084 1.935 -0.001
```

Properties
Charge: 0
2S+1: 1
Maximum force, Eh/bohr: 0.093
Energy above the lowest of the compared OMol25 structures with the same formula, charge and spin, eV: 0.000
Orbital gap, eV: 6.04
E_HOMO, eV: -5.8697